(1)
An isolated molecule of C3H7N3S in a non-equilibrium geometry. Source: the OMol25 dataset; level of theory: ωB97M-V with the def2-TZVPD basis set.

Bonds (Å) are listed after each position.
Atoms and positions in Å:
1 S 0.62 1.28 -0.36  N2 1.754, C5 1.650
2 N 1.57 0.36 0.78  S1 1.754, C6 1.222
3 N -0.39 -0.95 -0.92  N4 1.459, C5 1.311
4 N -1.57 -1.58 -1.48  N3 1.459, H13 1.021, H14 1.112
5 C -0.52 0.34 -1.10  S1 1.650, N3 1.311, H11 1.211
6 C 0.92 -0.23 1.63  N2 1.222, C7 1.587, H8 1.201
7 C -0.65 -0.26 1.89  C6 1.587, H9 1.106, H10 1.302, H12 1.169
8 H 1.62 -0.62 2.52  C6 1.201
9 H -1.00 -1.31 1.79  C7 1.106
10 H -0.78 0.39 3.01  C7 1.302
11 H -1.41 0.91 -1.70  C5 1.211
12 H -1.05 0.43 1.04  C7 1.169
13 H -1.67 -1.48 -2.50  N4 1.021
14 H -1.35 -2.67 -1.43  N4 1.112

Frontier orbital gap   9.124 eV
SMILES   C/C=N\S/C=N/N
E   -18525.681 eV
Energy relative to the best compared isomer or geometry (same formula, charge and spin)   4.7896 eV
Multiplicity   1
Total charge   0
HOMO energy   -8.22 eV

Computed natural (NBO) charges, given in elementary charges: 0.449, -0.536, -0.309, -0.689, -0.213, 0.179, -0.697, 0.181, 0.251, 0.233, 0.228, 0.229, 0.343, 0.350

=====

(2)
An isolated molecule of C3H7N3S in a non-equilibrium geometry. Source: the OMol25 dataset; level of theory: ωB97M-V with the def2-TZVPD basis set.

Bonds (Å) are listed after each position.
Atoms and positions in Å:
1 S 0.83 -1.32 -0.39  N3 1.668, C5 1.645
2 N -2.88 -0.48 -0.50  C6 1.373, H11 1.099
3 N 1.58 0.10 0.09  S1 1.668, C7 1.283
4 N -1.18 1.25 -0.15  C6 1.427, H8 1.169, H14 1.156
5 C -0.50 -0.88 0.46  S1 1.645, C6 1.477, H9 1.162, H12 1.191
6 C -1.60 -0.12 -0.17  N2 1.373, N4 1.427, C5 1.477
7 C 2.73 0.45 -0.35  N3 1.283, H10 1.166, H13 1.114
8 H -0.27 1.60 0.49  N4 1.169
9 H 0.17 -0.22 1.15  C5 1.162
10 H 3.18 1.25 0.38  C7 1.166
11 H -2.85 -1.44 0.05  N2 1.099
12 H -0.86 -1.85 1.04  C5 1.191
13 H 3.32 -0.16 -1.08  C7 1.114
14 H -1.69 1.82 -1.02  N4 1.156

Frontier orbital gap   9.293 eV
SMILES   [H]/N=C(/N)CSN=C
E   -18525.727 eV
Energy relative to the best compared isomer or geometry (same formula, charge and spin)   4.7431 eV
Multiplicity   1
Total charge   0
HOMO energy   -8.80 eV

Computed natural (NBO) charges, given in elementary charges: 0.517, -0.687, -0.628, -0.892, -0.742, 0.413, -0.087, 0.448, 0.297, 0.196, 0.329, 0.235, 0.179, 0.423

=====

(3)
An isolated molecule of C3H7N3S in a non-equilibrium geometry. Source: the OMol25 dataset; level of theory: ωB97M-V with the def2-TZVPD basis set.

Bonds (Å) are listed after each position.
Atoms and positions in Å:
1 S 1.18 0.34 -1.45  N2 1.781, H8 1.426
2 N 0.40 1.01 0.01  S1 1.781, C6 1.307, C7 1.498
3 N -0.68 -1.64 -0.51  N4 1.395, C5 1.282
4 N -0.87 -0.87 0.63  N3 1.395, C6 1.297
5 C -1.35 -2.72 -0.59  N3 1.282, H10 1.090, H13 1.093
6 C -0.32 0.29 0.82  N2 1.307, N4 1.297, H11 1.064
7 C 1.09 2.27 0.43  N2 1.498, H9 1.087, H12 1.078, H14 1.111
8 H 0.66 -0.99 -1.36  S1 1.426
9 H 0.58 2.75 1.27  C7 1.087
10 H -2.23 -2.82 0.04  C5 1.090
11 H -0.53 0.53 1.84  C6 1.064
12 H 2.11 2.05 0.70  C7 1.078
13 H -1.06 -3.26 -1.50  C5 1.093
14 H 1.04 3.06 -0.35  C7 1.111

Frontier orbital gap   8.770 eV
SMILES   C=N/N=C\N(C)S
E   -18526.806 eV
Energy relative to the best compared isomer or geometry (same formula, charge and spin)   3.6644 eV
Multiplicity   1
Total charge   0
HOMO energy   -8.02 eV

Computed natural (NBO) charges, given in elementary charges: 0.043, -0.507, -0.308, -0.435, -0.093, 0.266, -0.410, 0.226, 0.213, 0.186, 0.207, 0.206, 0.191, 0.215

=====

(4)
An isolated molecule of C3H7N3S in a non-equilibrium geometry. Source: the OMol25 dataset; level of theory: ωB97M-V with the def2-TZVPD basis set.

Bonds (Å) are listed after each position.
Atoms and positions in Å:
1 S 0.35 1.88 -0.27  N3 1.702, H8 1.298
2 N -2.40 -0.64 0.04  N4 1.373, H11 1.056, H13 1.032
3 N -0.16 0.62 0.76  S1 1.702, C6 1.475, H12 1.017
4 N -1.22 -1.29 -0.25  N2 1.373, C6 1.296
5 C 2.35 -1.06 -0.03  C7 1.326, H9 1.093, H14 1.131
6 C -0.13 -0.73 0.17  N3 1.475, N4 1.296, C7 1.455
7 C 1.09 -1.46 -0.11  C5 1.326, C6 1.455, H10 1.073
8 H -0.74 2.58 -0.34  S1 1.298
9 H 3.17 -1.77 -0.21  C5 1.093
10 H 0.82 -2.45 -0.43  C7 1.073
11 H -2.18 0.38 0.20  N2 1.056
12 H 0.30 0.67 1.66  N3 1.017
13 H -3.08 -0.85 -0.70  N2 1.032
14 H 2.69 -0.02 0.28  C5 1.131

Frontier orbital gap   9.160 eV
SMILES   C=C/C(=N/N)NS
E   -18527.745 eV
Energy relative to the best compared isomer or geometry (same formula, charge and spin)   2.7259 eV
Multiplicity   1
Total charge   0
HOMO energy   -8.49 eV

Computed natural (NBO) charges, given in elementary charges: 0.185, -0.634, -0.834, -0.199, -0.395, 0.263, -0.235, 0.084, 0.208, 0.226, 0.364, 0.397, 0.372, 0.197

=====

(5)
An isolated molecule of C3H7N3S in a non-equilibrium geometry. Source: the OMol25 dataset; level of theory: ωB97M-V with the def2-TZVPD basis set.

Bonds (Å) are listed after each position.
Atoms and positions in Å:
1 S -0.70 -0.52 -2.69  C5 1.610
2 N -0.18 -1.63 -0.38  C5 1.301, C6 1.287
3 N 1.51 1.26 1.01  N4 1.511, H9 1.123, H13 1.100
4 N 0.30 0.38 0.83  N3 1.511, C6 1.459, C7 1.459
5 C -0.99 -1.39 -1.36  S1 1.610, N2 1.301, H10 1.122
6 C 0.65 -0.95 0.34  N2 1.287, N4 1.459, H14 1.150
7 C -0.94 0.97 0.32  N4 1.459, H8 1.140, H11 1.178, H12 1.085
8 H -1.22 1.88 0.94  C7 1.140
9 H 1.90 0.78 1.95  N3 1.123
10 H -1.98 -1.88 -1.18  C5 1.122
11 H -0.71 1.24 -0.80  C7 1.178
12 H -1.57 0.09 0.34  C7 1.085
13 H 2.23 1.16 0.18  N3 1.100
14 H 1.69 -1.40 0.51  C6 1.150

Frontier orbital gap   8.565 eV
SMILES   CN(N)/C=N\C=S
E   -18526.680 eV
Energy relative to the best compared isomer or geometry (same formula, charge and spin)   3.7900 eV
Multiplicity   1
Total charge   0
HOMO energy   -8.36 eV

Computed natural (NBO) charges, given in elementary charges: -0.133, -0.507, -0.665, -0.290, -0.104, 0.333, -0.435, 0.230, 0.371, 0.194, 0.215, 0.217, 0.364, 0.210

=====

(6)
A cluster of 2 separate species, C3H7N3S2 in total in a non-equilibrium geometry. Source: the OMol25 dataset; level of theory: ωB97M-V with the def2-TZVPD basis set.

Bonds (Å) are listed after each position.
Atoms and positions in Å:
1 S 1.04 -1.80 -0.33  C7 1.782, C8 1.766
2 S -2.92 -0.87 0.23  N5 1.784, H15 1.512
3 N -0.73 1.33 -1.02  N4 1.456, H12 1.084
4 N -0.36 0.33 -0.04  N3 1.456, C6 1.466, C7 1.328
5 N -1.58 -1.69 -0.61  S2 1.784, C7 1.313
6 C 0.84 0.45 0.81  N4 1.466, C8 1.558, H10 1.156, H14 1.209
7 C -0.53 -0.96 -0.29  S1 1.782, N4 1.328, N5 1.313
8 C 1.95 -0.33 0.04  S1 1.766, C6 1.558, H9 1.130, H11 1.098
9 H 2.37 0.12 -0.90  C8 1.130
10 H 1.23 1.52 0.98  C6 1.156
11 H 2.70 -0.87 0.64  C8 1.098
12 H -0.98 0.89 -1.98  N3 1.084
13 H -1.65 2.30 -0.49  no bonds
14 H 0.57 -0.18 1.80  C6 1.209
15 H -1.93 -0.24 1.17  S2 1.512

Frontier orbital gap   7.990 eV
E   -29359.663 eV
Energy relative to the best compared isomer or geometry (same formula, charge and spin)   5.9644 eV
Multiplicity   1
Total charge   0
HOMO energy   -7.94 eV

Computed natural (NBO) charges, given in elementary charges: 0.264, 0.083, -0.664, -0.359, -0.577, -0.235, 0.245, -0.579, 0.233, 0.242, 0.243, 0.400, 0.367, 0.222, 0.114

=====

(7)
An isolated molecule of C3H7N3Si in a non-equilibrium geometry. Source: the OMol25 dataset; level of theory: ωB97M-V with the def2-TZVPD basis set.

Bonds (Å) are listed after each position.
Atoms and positions in Å:
1 Si 1.38 -0.19 -0.60  N2 1.729, C5 2.014, H8 1.545, H10 1.488
2 N -0.34 -0.04 -0.65  Si1 1.729, C7 1.274
3 N -2.97 -0.78 -0.27  N4 1.117, C6 1.281
4 N -3.25 -1.85 -0.40  N3 1.117
5 C 2.35 -0.19 1.17  Si1 2.014, H9 1.149, H11 1.051, H13 1.119
6 C -2.61 0.45 -0.29  N3 1.281, C7 1.449, H14 0.999
7 C -1.22 0.84 -0.40  N2 1.274, C6 1.449, H12 1.149
8 H 1.40 -1.62 -1.20  Si1 1.545
9 H 3.00 0.74 1.36  C5 1.149
10 H 2.07 0.74 -1.53  Si1 1.488
11 H 2.98 -1.01 1.02  C5 1.051
12 H -1.18 1.98 -0.22  C7 1.149
13 H 1.68 -0.23 2.07  C5 1.119
14 H -3.29 1.16 -0.07  C6 0.999

Frontier orbital gap   9.132 eV
E   -15569.881 eV
Energy relative to the best compared isomer or geometry (same formula, charge and spin)   2.6131 eV
Multiplicity   1
Total charge   0
HOMO energy   -8.74 eV

Computed natural (NBO) charges, given in elementary charges: 1.265, -0.917, 0.121, 0.063, -1.053, -0.335, 0.174, -0.191, 0.235, -0.207, 0.229, 0.156, 0.239, 0.221

=====

(8)
The ion C3H7N4 with charge +1 in a non-equilibrium geometry. Source: the OMol25 dataset; level of theory: ωB97M-V with the def2-TZVPD basis set.

Bonds (Å) are listed after each position.
Atoms and positions in Å:
1 N -1.03 -0.24 -0.76  N2 1.436, C7 1.355, H10 1.064
2 N 0.39 -0.36 -0.61  N1 1.436, N4 1.771, C5 1.354, H14 0.947
3 N -1.37 -0.08 1.63  C6 1.431, C7 1.331
4 N 1.01 1.22 -1.11  N2 1.771, H11 1.011, H13 0.991
5 C 0.80 -0.68 0.64  N2 1.354, C6 1.369, H9 1.076
6 C -0.02 -0.53 1.73  N3 1.431, C5 1.369, H12 1.081
7 C -1.73 0.09 0.36  N1 1.355, N3 1.331, H8 1.084
8 H -2.76 0.40 0.21  C7 1.084
9 H 1.80 -1.08 0.75  C5 1.076
10 H -1.08 -0.12 -1.81  N1 1.064
11 H 1.50 1.82 -0.46  N4 1.011
12 H 0.32 -0.71 2.74  C6 1.081
13 H 1.42 1.19 -2.01  N4 0.991
14 H 0.75 -0.92 -1.29  N2 0.947

Frontier orbital gap   8.900 eV
SMILES   N[N@H+]1C=CN=CN1
E   -9173.253 eV
Energy relative to the best compared isomer or geometry (same formula, charge and spin)   5.2639 eV
Multiplicity   1
Total charge   +1
HOMO energy   -13.87 eV

Computed natural (NBO) charges, given in elementary charges: -0.386, -0.070, -0.409, -0.747, -0.167, 0.074, 0.293, 0.242, 0.260, 0.462, 0.400, 0.251, 0.372, 0.425